Below is a structure of composition C49H44N3O5Zr, with properties calculated with ωB97M-V/def2-TZVPD.

Properties
Largest force on an atom ... 2.3 eV/Å
Energy ... -2481.2368 a.u.
E_LUMO ... -2.757 eV
HOMO level ... -10.68 eV
Spin multiplicity ... 1
Frontier orbital gap ... 7.926 eV
Energy relative to the best compared isomer or geometry (same formula, charge and spin) ... 10.99 kcal/mol
Total charge ... +1

Cartesian coordinates (Å):
Zr: -0.0272 -0.3097 -0.1909
O: -1.3985 0.9662 0.0750
C: -2.7593 0.7528 -0.0407
C: -3.1278 0.6781 -1.5603
C: -2.6576 -0.5836 -2.2209
C: -3.5184 -1.3221 -3.0310
C: -3.0555 -2.4697 -3.6520
C: -1.7590 -2.8839 -3.4050
C: -0.9635 -2.1145 -2.5607
C: 0.3455 -2.6139 -2.0539
C: 0.0330 -3.0982 -0.5752
O: -0.6176 -2.0952 0.1118
C: -0.8787 -4.3172 -0.7441
C: -2.2497 -4.1590 -0.6042
C: -3.1073 -5.2113 -0.8680
C: -2.5998 -6.4317 -1.2823
C: -1.2296 -6.6006 -1.4027
C: -0.3702 -5.5493 -1.1335
C: 1.2913 -3.4725 0.2043
C: 2.5430 -3.7358 -0.3356
C: 3.6100 -4.0404 0.4970
C: 3.4403 -4.1045 1.8686
C: 2.1854 -3.8788 2.4118
C: 1.1244 -3.5626 1.5852
N: -1.3931 -0.9688 -2.0144
C: -3.5147 1.9636 0.5452
C: -2.8133 3.1414 0.7701
C: -3.4449 4.2511 1.3050
C: -4.7948 4.2056 1.6067
C: -5.5072 3.0433 1.3622
C: -4.8714 1.9277 0.8409
C: -3.1827 -0.4990 0.7262
C: -2.4454 -0.8748 1.8495
C: -2.8583 -1.9400 2.6340
C: -4.0095 -2.6417 2.3155
C: -4.7361 -2.2860 1.1926
C: -4.3242 -1.2260 0.4018
H: -2.6285 1.5374 -2.0147
H: -4.2011 0.8021 -1.7019
H: -4.5348 -0.9948 -3.1843
H: -3.6968 -3.0439 -4.3023
H: -1.3758 -3.7963 -3.8368
H: 1.0808 -1.8013 -2.0317
H: 0.7016 -3.4547 -2.6501
H: -2.6295 -3.1984 -0.2857
H: -4.1724 -5.0735 -0.7482
H: -3.2669 -7.2485 -1.5145
H: -0.8271 -7.5550 -1.7085
H: 0.6966 -5.6897 -1.2300
H: 2.7044 -3.7231 -1.4045
H: 4.5815 -4.2362 0.0689
H: 4.2797 -4.3245 2.5105
H: 2.0295 -3.9525 3.4769
H: 0.1391 -3.3757 1.9927
H: -1.7602 3.1641 0.5262
H: -2.8792 5.1538 1.4823
H: -5.2891 5.0694 2.0271
H: -6.5647 3.0019 1.5801
H: -5.4394 1.0233 0.6801
H: -1.5584 -0.3059 2.1222
H: -2.2869 -2.2159 3.5090
H: -4.3394 -3.4592 2.9388
H: -5.6306 -2.8320 0.9306
H: -4.9114 -0.9651 -0.4656
C: 4.4090 -0.8278 -0.7905
C: 3.1376 -0.7235 0.0174
O: 2.0644 -0.5617 -0.6195
C: 3.1908 -0.7908 1.4364
C: 4.4064 -1.0526 2.1113
C: 4.4497 -1.2025 3.4664
C: 3.2722 -1.0648 4.2174
C: 2.0826 -0.7887 3.6075
C: 1.9754 -0.6556 2.1956
O: 0.8279 -0.4015 1.6758
H: 4.1612 -0.8428 -1.8500
H: 4.9516 -1.7358 -0.5434
H: 5.0603 0.0204 -0.5856
H: 5.3158 -1.1490 1.5396
H: 5.3781 -1.4392 3.9610
H: 3.3181 -1.1893 5.2890
H: 1.1670 -0.6928 4.1707
C: -0.4890 2.8427 -3.1639
C: 0.5452 2.1967 -2.2751
O: 0.5083 0.9965 -1.9929
N: 1.5375 3.0074 -1.8772
C: 2.6045 2.5848 -0.9881
C: 2.1688 2.5941 0.4632
C: 2.9817 3.1102 1.4671
C: 2.5086 3.1252 2.7690
C: 1.2220 2.6722 3.0105
C: 0.4832 2.1770 1.9472
N: 0.9523 2.1092 0.7024
H: -1.0088 2.0710 -3.7293
H: -0.0358 3.5437 -3.8612
H: -1.2098 3.3842 -2.5498
H: 1.4539 3.9978 -2.0541
H: 3.4628 3.2439 -1.1321
H: 2.8818 1.5654 -1.2757
H: 3.9577 3.5082 1.2369
H: 3.1188 3.5089 3.5727
H: 0.7937 2.7071 4.0002
H: -0.5366 1.8335 2.0793